65
Properties=species:S:1:pos:R:3 method="wB97M-V/def2-TZVPD" e_tot_ha=-5170.16940 orbital_gap_ev=5.466 total_charge=-1 homo_ev=-3.342
C -3.5470 -4.0878 0.8299
C -4.2236 -3.1467 -0.1865
C -3.4073 -2.8967 -1.4683
Cl -3.3199 -4.4234 -2.4596
Ga -1.5360 -2.2460 -0.9480
O -1.7697 -0.9508 0.4381
P -0.2950 -1.2971 -2.7085
N 0.9509 -0.3413 -1.9228
O 0.5675 -2.6312 -3.3249
H -4.2354 -4.2186 1.6750
H -2.6292 -3.6860 1.2596
H -3.3604 -5.0806 0.4144
H -4.5077 -2.2041 0.2792
H -5.1662 -3.6374 -0.4855
H -3.9546 -2.1616 -2.0637
H -0.6779 -3.4722 -0.3499
H -0.9640 -1.0359 0.9575
H 0.7293 0.6480 -1.9860
H 1.0028 -0.5260 -0.9189
H 0.5696 -3.2908 -2.6186
C -5.5030 1.6113 3.9912
C -4.5708 1.8652 2.7976
C -3.5134 0.7543 2.7925
S -4.2861 -0.6688 3.5580
O -3.6051 -0.9572 4.7994
O -4.5008 -1.6781 2.5577
C -5.8439 0.1255 3.9405
H -6.4006 2.2288 3.9453
H -4.9818 1.8425 4.9237
H -5.1481 1.8276 1.8711
H -4.1043 2.8485 2.8520
H -3.1949 0.4785 1.7857
H -2.6447 1.0210 3.3913
H -6.2336 -0.2672 4.8772
H -6.5334 -0.0938 3.1254
C 3.0660 3.7731 -5.0887
C 3.4433 2.3624 -4.6212
C 3.3217 2.3344 -3.0934
S 2.0806 3.5570 -2.6681
O 2.7110 4.6255 -1.9277
O 0.8925 2.9052 -2.1796
C 1.7877 4.1296 -4.3383
H 2.9214 3.8190 -6.1683
H 3.8606 4.4758 -4.8245
H 2.7525 1.6376 -5.0570
H 4.4490 2.0877 -4.9388
H 3.0034 1.3610 -2.7239
H 4.2499 2.6272 -2.6076
H 1.5741 5.1962 -4.3249
H 0.9315 3.5794 -4.7283
C 4.7980 -0.7660 2.8579
C 5.7398 -1.2805 1.7623
C 4.9465 -1.3038 0.4503
S 3.6957 -0.0255 0.5990
O 2.4027 -0.6516 0.5973
O 3.9980 1.0545 -0.3058
C 4.1062 0.4594 2.2704
H 5.3362 -0.5199 3.7729
H 4.0571 -1.5319 3.0980
H 6.5915 -0.6025 1.6668
H 6.1337 -2.2685 1.9993
H 5.5710 -1.0867 -0.4125
H 4.4318 -2.2518 0.3051
H 3.1986 0.7424 2.7984
H 4.7863 1.3093 2.2099